# C13H47N15O10

10 unconnected molecules or ions with the total composition C13H47N15O10 at a distorted geometry (ωB97M-V with the def2-TZVPD basis set, OMol25).

Summary:
total energy: -2097.33023 a.u.
highest occupied orbital energy (alpha / beta): 0.0784 / -6.4886 eV
charge: -1
orbital gap (alpha / beta): 1.699 / 8.199 eV
E_LUMO (alpha / beta): 1.777 / 1.710 eV
2S+1: 2

```
85
Properties=species:S:1:pos:R:3:lowdin_spin:R:1
C 2.13314 -1.39554 -3.28683 0.00
O 1.76509 -0.80734 -1.99039 0.00
H 1.37687 -1.15128 -4.03282 0.00
H 3.04421 -0.89878 -3.62043 0.00
H 2.39320 -2.45397 -3.30075 0.00
H 2.42295 -0.13286 -1.80630 0.00
C -0.55242 1.16746 -0.10021 0.01
O 0.72463 1.09523 0.49182 0.01
H -0.68222 1.72682 -1.02669 0.00
H -0.80183 0.11877 -0.26187 0.00
H -1.23066 1.71689 0.55264 0.01
H 1.09134 0.30809 0.08251 0.00
C 0.68831 -3.54859 2.26065 0.01
O 1.20307 -4.28318 1.38606 0.00
N 0.12795 -3.89898 3.38993 0.00
N 0.75643 -2.27356 2.26446 0.00
H -0.25237 -3.25338 4.06717 0.01
H 0.02178 -4.89913 3.48224 0.00
H 0.16493 -1.68983 2.83847 0.00
H 1.38323 -1.87751 1.57863 0.00
C 1.87748 2.39675 -3.81070 0.00
O 0.69160 2.46014 -3.47828 0.00
N 2.32696 2.02241 -4.96351 0.00
N 2.87975 2.39966 -3.00085 0.00
H 3.30474 2.04332 -5.21573 0.00
H 1.73457 1.62597 -5.67906 0.00
H 3.74946 1.99183 -3.31291 0.00
H 2.75091 2.74620 -2.06095 0.00
C 4.45432 0.82953 0.25835 0.01
O 3.65464 0.77154 -0.68559 0.00
N 4.78946 -0.24726 0.97589 0.01
N 5.19170 1.85489 0.53559 0.01
H 4.28638 -1.04951 0.62460 0.00
H 5.09253 -0.19516 1.93793 0.01
H 5.11756 2.66126 -0.06805 0.00
H 5.96479 1.84036 1.18539 0.01
C 1.37132 4.48454 2.01413 0.06
O 2.51345 4.20328 2.29428 0.02
N 0.62424 5.50729 2.42462 0.03
N 0.60360 3.81661 1.13789 0.01
H -0.31053 5.67470 2.08069 0.03
H 0.92916 6.17016 3.12299 0.01
H -0.38372 4.02408 1.09025 0.01
H 0.86196 2.93336 0.72168 0.00
C -3.92476 -1.27497 1.35884 0.01
O -4.90958 -1.65978 0.72746 0.00
N -3.86644 -0.30757 2.21534 0.01
N -2.81162 -1.85409 1.35251 0.00
H -3.09029 -0.31415 2.86160 0.00
H -4.81730 -0.06270 2.45200 0.01
H -2.01414 -1.43241 1.80673 0.00
H -2.78618 -2.67394 0.76320 0.00
C -1.81424 4.64412 -2.47838 0.00
O -2.75720 5.35045 -2.31007 0.00
N -1.11143 4.20637 -1.46936 0.00
N -1.26783 4.35885 -3.60010 0.00
H -0.40795 3.53746 -1.74824 0.00
H -1.62716 4.25346 -0.60224 0.01
H -0.45678 3.75870 -3.55405 0.00
H -1.65242 4.71599 -4.46302 0.00
C -1.32448 0.54128 3.86050 0.15
O -1.10541 -0.53079 3.33509 0.05
N -0.87789 1.63507 3.42716 0.07
N -2.14929 0.72994 4.91671 0.09
H -1.04606 2.42691 4.03116 0.13
H -0.08528 1.53440 2.80932 0.01
H -2.62282 -0.00864 5.41707 0.03
H -2.27312 1.62621 5.36555 0.12
C -2.17691 -5.50409 0.09283 0.00
C -1.41307 -5.01704 -1.20048 0.00
C -1.30483 -3.55069 -1.53622 0.00
O -2.66001 -3.02509 -1.55724 0.00
C -2.75791 -1.55245 -1.86601 0.00
N -0.10195 -5.52859 -0.91698 0.00
H -3.23852 -5.27571 -0.00163 0.00
H -1.68881 -4.88562 0.84606 0.00
H -2.01906 -6.53125 0.42163 0.00
H -1.69086 -5.50661 -2.13389 0.00
H -0.79695 -3.41745 -2.49141 0.00
H -0.86029 -3.03627 -0.68424 0.00
H -1.76854 -1.09513 -1.87645 0.00
H -3.31105 -0.88454 -1.20568 0.00
H -3.19182 -1.33507 -2.84201 0.00
H 0.20395 -5.12600 -0.04266 0.00
H -0.27785 -6.46343 -0.57753 0.00
```


# C5H10O2

3 unconnected molecules or ions with the total composition C5H10O2 at a distorted geometry (ωB97M-V with the def2-TZVPD basis set, OMol25).

Summary:
total energy: -346.48268 a.u.
highest occupied orbital energy (alpha / beta): -15.6619 / -13.9771 eV
charge: +1
orbital gap (alpha / beta): 8.399 / 6.272 eV
E_LUMO (alpha / beta): -7.263 / -7.705 eV
energy above the lowest of the compared OMol25 structures with the same formula, charge and spin: 111.3 kcal/mol
2S+1: 2

```
17
Properties=species:S:1:pos:R:3:lowdin_spin:R:1
O 2.12210 0.60857 2.32845 0.34
C 2.74134 1.43322 1.54347 0.10
O 2.75333 1.34653 0.28379 0.44
C -2.28509 -2.14482 -1.03826 0.00
C -1.21345 -1.40570 -0.61657 0.00
C -1.19654 -0.04670 -0.13394 0.00
C -0.07345 0.36816 0.69315 0.02
H 3.08615 2.33953 2.00175 0.08
H -2.11534 -3.17747 -1.44260 0.00
H -3.29544 -1.76792 -1.00665 0.00
H 0.79941 1.19037 -2.47571 0.00
H -0.31428 -1.94973 -0.79394 0.00
H 0.33613 1.12023 -1.89248 0.00
H -2.24761 0.45011 -0.11703 0.00
H -0.11436 0.35072 1.75735 0.00
H 0.85755 -0.06617 0.46757 0.01
H 0.15955 1.35107 0.44164 0.00
```


# C3H8SSi

A molecular structure, C3H8SSi at a distorted geometry (ωB97M-V with the def2-TZVPD basis set, OMol25).

Summary:
total energy: -806.73954 a.u.
highest occupied orbital energy: -8.6397 eV
orbital gap: 9.367 eV
E_LUMO: 0.727 eV
energy above the lowest of the compared OMol25 structures with the same formula, charge and spin: 26.2 kcal/mol

```
13
Properties=species:S:1:pos:R:3:nbo_charge:R:1
C -1.70440 -0.05018 1.20397 -0.93
C 0.56157 1.73534 -0.33797 -1.07
C 0.54594 -1.44574 -0.69185 -1.12
Si -0.44502 0.09456 -0.14904 1.47
S -2.62906 -0.06602 -0.46916 -0.26
H -1.76011 -1.29768 1.81452 0.21
H -2.05503 0.62844 1.88235 0.21
H 1.04806 1.92345 0.51651 0.23
H 1.36119 1.57269 -1.13995 0.24
H -0.09889 2.57245 -0.70533 0.26
H 1.43154 -1.69399 -0.00680 0.25
H 0.07653 -2.38140 -0.57419 0.25
H 0.80672 -1.29807 -1.81518 0.25
```


# C5H12O2

A single C5H12O2 molecule (ωB97M-V with the def2-TZVPD basis set, OMol25).

Summary:
total energy: -348.16105 a.u.
highest occupied orbital energy: -9.8307 eV
orbital gap: 10.776 eV
SMILES: COC[C@@H](C)CO
E_LUMO: 0.945 eV
energy above the lowest of the compared OMol25 structures with the same formula, charge and spin: 27.5 kcal/mol

```
19
Properties=species:S:1:pos:R:3:nbo_charge:R:1
C -0.97441 0.80684 2.50054 -0.24
O -0.71337 0.02672 1.36388 -0.56
C -0.22161 0.71632 0.24315 -0.06
C -0.18705 -0.32257 -0.87432 -0.27
C -0.03438 0.32834 -2.25160 -0.61
C 0.89372 -1.39495 -0.63703 -0.05
O 0.69051 -2.16261 0.53387 -0.73
H -1.75109 1.55788 2.29195 0.17
H -1.34080 0.11824 3.26626 0.20
H -0.06795 1.30889 2.86386 0.17
H -0.89649 1.53992 -0.04564 0.17
H 0.77850 1.15261 0.43279 0.17
H -1.16158 -0.81722 -0.81783 0.21
H -0.15488 -0.43064 -3.03116 0.22
H 0.94555 0.80544 -2.37729 0.21
H -0.80480 1.09590 -2.40718 0.21
H 0.87696 -2.09686 -1.48071 0.17
H 1.88979 -0.91026 -0.62695 0.15
H 0.25701 -1.58505 1.18108 0.49
```


Repeat the fourth record exactly.
# C5H12O2

A single C5H12O2 molecule (ωB97M-V with the def2-TZVPD basis set, OMol25).

Summary:
total energy: -348.16105 a.u.
highest occupied orbital energy: -9.8307 eV
orbital gap: 10.776 eV
SMILES: COC[C@@H](C)CO
E_LUMO: 0.945 eV
energy above the lowest of the compared OMol25 structures with the same formula, charge and spin: 27.5 kcal/mol

```
19
Properties=species:S:1:pos:R:3:nbo_charge:R:1
C -0.97441 0.80684 2.50054 -0.24
O -0.71337 0.02672 1.36388 -0.56
C -0.22161 0.71632 0.24315 -0.06
C -0.18705 -0.32257 -0.87432 -0.27
C -0.03438 0.32834 -2.25160 -0.61
C 0.89372 -1.39495 -0.63703 -0.05
O 0.69051 -2.16261 0.53387 -0.73
H -1.75109 1.55788 2.29195 0.17
H -1.34080 0.11824 3.26626 0.20
H -0.06795 1.30889 2.86386 0.17
H -0.89649 1.53992 -0.04564 0.17
H 0.77850 1.15261 0.43279 0.17
H -1.16158 -0.81722 -0.81783 0.21
H -0.15488 -0.43064 -3.03116 0.22
H 0.94555 0.80544 -2.37729 0.21
H -0.80480 1.09590 -2.40718 0.21
H 0.87696 -2.09686 -1.48071 0.17
H 1.88979 -0.91026 -0.62695 0.15
H 0.25701 -1.58505 1.18108 0.49
```


Look up the total energy of the third one.
-806.73954 a.u.


Number 3 is which compound?
C3H8SSi


Look up the total energy of the fourth one.
-348.16105 a.u.